(1)
C4H10O | ωB97M-V with the def2-TZVPD basis set

Results
* SMILES string: C=C(C)O.C
* E: -6357.050 eV
* lowest unoccupied orbital energy: 0.033 hartree
* highest occupied orbital energy: -8.88 eV
* energy relative to the best compared isomer or geometry (same formula, charge and spin): 0.7532 eV
* Kohn-Sham gap: 0.360 Eh

CARTESIAN COORDINATES (ANGSTROEM)
C 0.90 1.48 1.54
C 0.64 0.19 0.82
C 1.49 -0.40 -0.02
C -1.70 -0.76 -1.90
O -0.60 -0.30 1.14
H 1.87 1.89 1.26
H 0.12 2.20 1.31
H 0.88 1.31 2.63
H 2.46 0.04 -0.23
H 1.25 -1.34 -0.51
H -1.95 -0.06 -1.11
H -0.68 -0.57 -2.25
H -1.76 -1.79 -1.53
H -2.40 -0.65 -2.74
H -0.74 -1.11 0.63

=====

(2)
C4H6IrLiO2 | ωB97M-V with the def2-TZVPD basis set

Results
* E: -11342.653 eV
* 2S+1: 6
* lowest unoccupied orbital energy (alpha / beta): -0.510 / -0.638 hartree
* highest occupied orbital energy (alpha / beta): -22.70 / -23.79 eV
* total charge: +3
* energy relative to the best compared isomer or geometry (same formula, charge and spin): 0.0000 eV
* Kohn-Sham gap (alpha / beta): 0.325 / 0.236 Eh

CARTESIAN COORDINATES (ANGSTROEM)
O -1.99 -0.46 -0.33
C -1.44 -1.14 0.64
C -0.41 -1.98 0.71
Li -3.82 -0.39 0.12
Ir -0.98 0.58 -1.45
H -0.09 -2.38 1.67
H 0.07 -2.32 -0.21
C 1.23 0.99 0.15
C 0.70 1.80 -0.82
O 2.17 0.12 -0.09
H 0.86 1.06 1.18
H 0.09 2.65 -0.49
H 1.25 1.90 -1.76
H 2.38 -0.42 0.69

=====

(3)
C11H11MnN17OS | ωB97M-V with the def2-TZVPD basis set

Results
* E: -81112.723 eV
* 2S+1: 4
* lowest unoccupied orbital energy (alpha / beta): -0.019 / -0.026 hartree
* highest occupied orbital energy (alpha / beta): -7.84 / -7.96 eV
* energy relative to the best compared isomer or geometry (same formula, charge and spin): 2.9113 eV
* Kohn-Sham gap (alpha / beta): 0.269 / 0.267 Eh

CARTESIAN COORDINATES (ANGSTROEM)
Mn -0.16 -0.75 -0.90
N 0.91 -4.41 -2.56
C 0.78 -3.36 -1.72
S -0.80 -3.05 -1.03
N 1.87 -2.68 -1.46
N 1.59 -1.60 -0.65
C 2.50 -1.30 0.19
C 2.38 -0.36 1.32
C 3.29 -0.53 2.35
C 3.19 0.15 3.56
C 2.14 1.02 3.76
C 1.22 1.25 2.74
C 1.37 0.59 1.54
O 0.54 0.84 0.43
H 0.07 -4.81 -2.93
H 1.74 -4.45 -3.12
H 3.40 -1.91 0.18
H 4.09 -1.25 2.21
H 3.92 -0.02 4.34
H 2.02 1.54 4.70
H 0.41 1.95 2.89
N -2.72 -0.40 -3.11
C -1.43 -0.56 -3.64
N -1.23 -0.84 -4.90
N 0.12 -0.86 -5.01
N 0.68 -0.64 -3.87
N -0.30 -0.43 -2.95
C -2.94 0.05 -1.86
N -4.07 0.67 -1.43
N -3.83 1.05 -0.20
N -2.63 0.66 0.10
N -2.03 0.00 -0.90
H -3.48 -0.38 -3.76
N -1.67 4.40 2.16
N -1.40 3.15 1.70
N -2.24 2.19 1.99
C -1.74 1.09 1.22
N -0.57 1.65 0.56
N -0.37 2.96 0.97
H -2.29 4.31 2.96
H -0.81 4.90 2.32
H -1.53 0.19 1.81

=====

(4)
C62H43N4SiSn | ωB97M-V with the def2-TZVPD basis set

Results
* E: -84659.733 eV
* lowest unoccupied orbital energy: -0.142 hartree
* highest occupied orbital energy: -9.56 eV
* total charge: +1
* energy relative to the best compared isomer or geometry (same formula, charge and spin): 0.0155 eV
* Kohn-Sham gap: 0.209 Eh

CARTESIAN COORDINATES (ANGSTROEM)
Sn 0.16 -0.03 -0.40
C -5.27 -4.00 -4.35
C -4.34 -3.34 -5.14
C -3.32 -2.61 -4.55
C -3.22 -2.55 -3.16
C -4.15 -3.22 -2.38
C -5.17 -3.94 -2.97
C -2.12 -1.77 -2.51
C -2.28 -0.39 -2.40
C -3.41 0.34 -2.89
C -3.20 1.65 -2.62
C -1.92 1.74 -1.98
C -1.30 2.93 -1.60
C -2.08 4.20 -1.72
C -2.30 4.81 -2.95
C -3.03 5.99 -3.02
C -3.55 6.56 -1.86
C -3.33 5.95 -0.64
C -2.59 4.78 -0.56
C 0.01 3.03 -1.14
N 0.85 2.00 -0.83
C 2.03 2.54 -0.41
C 3.15 1.83 0.03
C 4.31 2.62 0.53
C 5.47 2.75 -0.22
C 6.53 3.51 0.26
C 6.44 4.15 1.49
C 5.28 4.02 2.24
C 4.22 3.27 1.77
C 3.27 0.44 0.02
C 4.45 -0.28 0.41
C 4.19 -1.60 0.23
C 2.85 -1.71 -0.28
N 2.31 -0.45 -0.39
C 2.23 -2.90 -0.64
C 0.96 -3.00 -1.22
C 0.41 -4.20 -1.78
C -0.79 -3.88 -2.31
C -1.00 -2.48 -2.08
N 0.09 -1.97 -1.42
C 2.97 -4.18 -0.43
C 4.13 -4.47 -1.15
C 4.80 -5.66 -0.94
C 4.34 -6.57 0.01
C 3.19 -6.29 0.73
C 2.51 -5.10 0.51
C 1.96 3.96 -0.52
C 0.71 4.27 -0.95
N -1.38 0.49 -1.85
H -6.06 -4.57 -4.82
H -4.41 -3.39 -6.22
H -2.59 -2.09 -5.16
H -4.07 -3.17 -1.30
H -5.90 -4.45 -2.35
H -4.26 -0.10 -3.39
H -3.84 2.48 -2.84
H -1.90 4.37 -3.85
H -3.20 6.47 -3.98
H -4.12 7.48 -1.92
H -3.73 6.39 0.27
H -2.41 4.30 0.39
H 5.54 2.26 -1.18
H 7.43 3.61 -0.34
H 7.27 4.73 1.86
H 5.21 4.51 3.20
H 3.32 3.17 2.36
H 5.35 0.17 0.78
H 4.84 -2.43 0.42
H 0.90 -5.16 -1.79
H -1.48 -4.53 -2.83
H 4.49 -3.77 -1.89
H 5.69 -5.89 -1.51
H 4.87 -7.50 0.18
H 2.82 -6.99 1.46
H 1.60 -4.88 1.06
H 2.77 4.64 -0.29
H 0.30 5.25 -1.16
C -4.72 -2.58 1.45
C -4.52 -1.41 0.74
C -3.35 -0.68 0.92
C -2.38 -1.12 1.82
C -2.60 -2.30 2.53
C -3.76 -3.03 2.35
Si -0.85 -0.09 2.08
C 0.54 -0.85 3.07
C 1.14 -2.03 2.65
C 2.17 -2.60 3.38
C 2.61 -1.98 4.55
C 2.01 -0.80 4.98
C 0.99 -0.23 4.24
C -1.17 1.72 2.42
C -0.14 2.65 2.25
C -0.36 3.99 2.50
C -1.61 4.42 2.93
C -2.64 3.51 3.11
C -2.42 2.16 2.85
H -5.64 -3.15 1.31
H -5.27 -1.05 0.04
H -3.20 0.23 0.36
H -1.85 -2.66 3.24
H -3.93 -3.94 2.90
H 0.80 -2.52 1.74
H 2.65 -3.51 3.04
H 3.41 -2.43 5.13
H 2.35 -0.33 5.89
H 0.54 0.69 4.57
H 0.84 2.31 1.92
H 0.44 4.71 2.35
H -1.78 5.47 3.12
H -3.61 3.84 3.45
H -3.23 1.45 2.99

=====

(5)
C19H20ClN4O5Ta | ωB97M-V with the def2-TZVPD basis set

Results
* E: -50286.203 eV
* lowest unoccupied orbital energy: -0.315 hartree
* highest occupied orbital energy: -13.52 eV
* total charge: +2
* energy relative to the best compared isomer or geometry (same formula, charge and spin): 0.9364 eV
* Kohn-Sham gap: 0.182 Eh

CARTESIAN COORDINATES (ANGSTROEM)
Ta 0.18 0.09 0.48
N -2.33 0.56 1.11
N -2.81 1.10 -0.10
C -2.09 0.93 -1.26
O -2.43 1.27 -2.34
O -0.88 0.35 -0.96
H -2.85 -0.29 1.35
H -2.47 1.23 1.86
H -3.79 1.33 -0.20
C -0.25 -4.86 0.95
C -0.90 -4.22 -0.10
C -0.79 -2.86 -0.27
C -0.02 -2.11 0.64
C 0.65 -2.76 1.69
C 0.53 -4.12 1.84
H -0.35 -5.93 1.08
H -1.50 -4.80 -0.79
H -1.29 -2.38 -1.10
H 1.25 -2.20 2.40
H 1.04 -4.62 2.66
C -0.98 1.65 6.88
C -1.54 2.25 5.63
C -2.85 2.69 5.54
C -3.34 3.28 4.38
Cl -4.97 3.84 4.31
C -2.51 3.45 3.28
C -1.19 3.01 3.35
C -0.71 2.42 4.51
O 0.58 1.97 4.65
C 1.47 2.30 3.63
C 1.19 1.50 2.39
O 0.38 0.48 2.46
O 1.67 1.77 1.27
H -1.75 1.51 7.63
H -0.21 2.31 7.30
H -0.50 0.69 6.67
H -3.51 2.58 6.39
H -2.89 3.95 2.40
H -0.54 3.19 2.49
H 2.48 2.06 3.98
H 1.45 3.36 3.36
N 3.59 -0.18 -2.18
C 4.22 -0.59 -1.03
C 3.27 -0.62 -0.07
N 2.06 -0.24 -0.64
C 2.31 0.03 -1.93
H 4.05 -0.06 -3.08
H 5.27 -0.82 -0.99
H 3.36 -0.89 0.97
H 1.57 0.36 -2.64

=====

(6)
C21H33N3O3 | ωB97M-V with the def2-TZVPD basis set

Results
* SMILES string: CCCCN(C)CCCNC(=O)[C@@H]1CC(=O)N(Cc2ccc(OC)cc2)C1
* E: -32926.423 eV
* lowest unoccupied orbital energy: 0.026 hartree
* highest occupied orbital energy: -8.42 eV
* energy relative to the best compared isomer or geometry (same formula, charge and spin): 1.0530 eV
* Kohn-Sham gap: 0.336 Eh

CARTESIAN COORDINATES (ANGSTROEM)
C -2.91 1.83 1.82
H -2.69 2.84 2.18
H -3.92 1.58 2.11
C -1.92 0.84 2.41
C -2.28 -0.60 2.05
C -1.33 -1.64 2.67
N -0.41 -2.24 1.70
C 0.27 -3.38 2.28
H -0.46 -4.15 2.51
H 0.82 -3.15 3.20
H 0.98 -3.78 1.55
C 0.49 -1.32 1.04
H 1.01 -1.89 0.26
C 1.54 -0.61 1.90
C 2.53 0.16 1.02
N 1.91 1.26 0.31
C 2.33 2.53 0.45
O 3.21 2.87 1.22
C 1.62 3.54 -0.46
H 2.14 4.49 -0.32
C 1.63 3.09 -1.93
N 0.31 2.57 -2.16
C -0.59 2.87 -1.20
O -1.76 2.56 -1.22
C 0.13 3.66 -0.12
H -0.22 4.70 -0.16
H -0.12 3.27 0.87
C -0.02 1.77 -3.32
C 0.04 0.30 -2.98
C -1.07 -0.31 -2.40
C -1.03 -1.64 -2.00
C 0.14 -2.38 -2.18
C 1.25 -1.77 -2.76
C 1.20 -0.44 -3.15
H 2.07 0.01 -3.61
H 2.14 -2.35 -2.90
O 0.30 -3.68 -1.81
C -0.77 -4.31 -1.14
H -1.04 -3.78 -0.23
H -1.65 -4.41 -1.80
H -0.41 -5.31 -0.90
H -1.90 -2.08 -1.56
H -1.97 0.26 -2.24
H -1.04 2.03 -3.62
H 0.67 2.02 -4.12
H 1.83 3.94 -2.60
H 2.39 2.33 -2.12
H 1.18 1.03 -0.35
H 2.99 -0.52 0.30
H 3.32 0.60 1.64
H 2.11 -1.35 2.47
H 1.07 0.08 2.60
H -0.13 -0.57 0.53
H -1.92 -2.47 3.07
H -0.79 -1.19 3.52
H -2.29 -0.73 0.97
H -3.29 -0.80 2.41
H -0.91 1.07 2.05
H -1.91 0.94 3.50
H -2.85 1.84 0.74

=====

Table of max |F| (eV Å⁻¹), in record order: 0.31, 6.63, 0.59, 0.99, 3.52, 0.61